Computed, not measured: a molecular structure, C21H45NO2SbSi2TeZr, with ωB97M-V/def2-TZVPD.

Results
* relative energy (zero: lowest compared OMol25 entry of this formula, charge and spin): 5.1 kJ/mol
* charge: +3
* E_tot: -2165.8259 a.u.
* HOMO-LUMO gap: 7.3 eV
* multiplicity: 1

```
74
Properties=species:S:1:pos:R:3:lowdin_charge:R:1
Te -1.68306 0.77738 1.98778 1.40
Sb 2.89209 0.23702 -1.25104 1.35
Zr -0.03071 0.09237 -0.42754 1.37
Si 0.72732 3.00881 1.73548 0.38
Si -2.16116 -1.78923 4.07814 0.39
O 0.92812 -1.48757 0.43953 -0.24
O -2.28474 -0.15598 -1.00890 -0.29
N -0.09838 0.40313 -2.78879 -0.05
C 1.87073 1.55853 1.99690 -0.19
C -0.88648 2.65361 2.58327 -0.52
C -0.06398 -2.06760 -0.07208 -0.36
C -3.01626 0.03055 -2.27589 -0.15
C -0.53324 -0.49146 -3.70931 -0.27
C -1.20123 -3.09775 4.94942 -0.16
C 0.31152 3.07813 -0.11340 -0.19
C -2.85915 -1.18875 -3.14849 -0.13
C 0.75772 1.78370 -4.57097 0.00
C 3.86259 1.82624 -2.24670 -0.25
C -1.39449 -1.63860 -3.27520 -0.12
C -2.98785 -2.42277 2.52431 -0.19
C -0.29754 -0.29273 -5.06534 0.03
C -3.38426 -0.93398 5.15568 -0.16
C 4.31387 -0.42504 0.15018 -0.26
C -0.87148 -0.49049 3.50028 -0.51
C -0.24222 -3.52322 -0.02264 -0.01
C 0.51885 1.52323 -3.24333 -0.17
C 2.94581 -1.31271 -2.69106 -0.26
C 1.49534 4.59595 2.23087 -0.14
C 0.35574 0.83932 -5.50819 0.02
H 0.82312 2.24059 -2.49617 0.06
H 1.54348 0.56922 1.62915 -0.03
H -4.17141 -1.61683 5.47901 0.06
H 2.04417 1.38513 3.06176 0.07
H 1.68312 4.60194 3.30670 0.06
H -1.20518 -3.84664 -0.40602 0.10
H -3.35797 -3.43958 2.66915 0.06
H -2.58627 0.92957 -2.71198 0.13
H 0.55963 -3.95954 -0.63385 0.12
H -3.27149 -0.93389 -4.12893 0.14
H 0.84585 5.44265 2.00400 0.06
H 4.77027 2.05305 -1.69244 0.03
H -0.52066 -3.60606 4.26140 0.04
H 2.56590 -2.24904 -2.28499 0.02
H 3.89515 -1.21201 0.77341 0.02
H -0.61256 0.19726 4.30785 0.03
H 4.64818 0.39960 0.77488 0.02
H -3.46197 -2.02212 -2.78147 0.14
H 1.24322 2.70479 -4.85935 0.13
H 2.83944 1.75914 1.53548 0.03
H 3.99080 -1.45646 -2.96570 0.04
H -1.65063 3.39097 2.33066 0.03
H 4.11562 1.47082 -3.24313 0.03
H 0.53833 0.99488 -6.56343 0.14
H -1.04798 -2.04207 -2.31923 0.08
H -0.34823 3.92008 -0.34147 0.08
H -2.69537 -0.88314 -0.52223 0.09
H 0.05278 -0.92709 3.11833 0.00
H -1.31599 -2.44893 -3.99819 0.14
H -0.65359 -1.03585 -5.76569 0.14
H 1.21278 3.17214 -0.72052 0.03
H 2.45119 4.75737 1.73018 0.06
H 3.25242 2.72187 -2.32098 0.01
H 5.15591 -0.81480 -0.42051 0.04
H -3.87718 -0.11271 4.62649 0.04
H -0.08229 -3.88094 0.99855 0.12
H -0.30166 2.23815 -0.51946 -0.05
H -0.61158 -2.69582 5.77364 0.05
H -0.83091 2.59519 3.67100 0.04
H -4.05289 0.24042 -2.01680 0.15
H 2.37523 -1.03672 -3.57602 0.01
H -2.30072 -2.46759 1.67036 -0.01
H -1.87222 -3.84989 5.36731 0.06
H -3.84405 -1.81026 2.23274 0.04
H -2.91728 -0.52695 6.05353 0.05
```



Computed, not measured: 4 unconnected molecules or ions with the total composition C21H46BrN4O7S2 in a non-equilibrium geometry, with ωB97M-V/def2-TZVPD.

Results
* relative energy (zero: lowest compared OMol25 entry of this formula, charge and spin): 786.4 kJ/mol
* charge: -1
* E_tot: -4943.6394 a.u.
* HOMO-LUMO gap: 7.0 eV
* multiplicity: 1

```
81
Properties=species:S:1:pos:R:3:lowdin_charge:R:1
Br 1.98129 1.65746 3.43741 0.58
S -2.27709 -3.84358 3.07755 0.66
S -1.13407 -1.20048 2.70643 0.67
O -2.40345 -4.98215 4.16381 -0.48
O 2.85161 -2.28145 0.14630 0.03
O 2.30240 2.70237 -0.60594 0.01
O -1.43519 -4.49375 1.91605 -0.47
O 7.86890 4.46295 -3.09179 0.01
O -1.70050 -1.52966 1.28001 -0.46
O -1.84850 0.05099 3.34987 -0.45
N -1.44377 -2.52276 3.85994 -0.36
N 6.43574 5.61777 -4.37613 0.00
N 4.03609 -3.60604 1.51728 0.01
N 4.21913 3.86299 -0.73320 0.00
C -5.19653 -2.49962 -2.98466 -0.16
C -6.19082 -1.71274 2.70743 -0.21
C 0.10145 1.29678 1.11167 -0.16
C 5.22872 4.80426 -0.31012 -0.08
C 3.75313 -3.10669 0.28067 -0.53
C -4.56506 -1.95730 3.01575 -0.23
C -6.05764 -2.37359 -1.57411 -0.26
C -6.93389 -0.94935 -1.59592 -0.22
C 3.05691 3.53217 -0.10200 -0.53
C -4.05302 -3.44867 2.56685 -0.26
C 2.74298 4.20718 1.20382 -0.05
C 6.75755 3.21807 -4.80906 -0.01
C 1.21318 0.46634 1.98491 -0.67
C 5.04503 -4.57253 1.88084 -0.08
C -7.83154 -0.34243 0.94947 -0.22
C 0.71919 -0.99928 2.52779 -0.29
C 7.06917 4.46252 -4.02573 -0.56
C -8.10555 -1.13143 -0.46168 -0.24
C -6.32513 -0.52602 1.56908 -0.22
C 5.47247 5.82353 -5.43161 -0.08
C 4.56863 -3.59455 -0.88394 -0.02
H -6.02936 0.48638 2.12736 0.13
H -5.48381 -0.71735 0.77645 0.09
H 1.07432 -1.79840 1.71527 0.11
H 5.62464 -4.91309 1.02271 0.07
H 4.55050 6.19855 -4.97999 0.08
H -6.73270 -1.35628 3.68192 0.10
H 1.31262 -1.27849 3.51322 0.11
H -4.80587 -3.61728 -3.08849 0.08
H 4.35881 3.36658 -1.60560 0.14
H 2.12999 0.26424 1.24737 0.10
H -6.18578 -0.08903 -1.26630 0.12
H 6.17441 4.26506 -0.21233 0.09
H -0.50106 0.65770 0.33773 0.10
H 1.78498 3.83999 1.58378 0.04
H -4.33015 -1.72719 4.16318 0.13
H -5.24450 -2.37567 -0.70160 0.10
H -4.25664 -1.79672 -2.98377 0.08
H 5.26071 4.90962 -5.98682 0.08
H -9.09607 -0.66031 -0.93252 0.10
H 4.54447 -5.42588 2.34550 0.09
H -0.62712 1.87168 1.86241 0.09
H 3.44433 -3.22924 2.24861 0.14
H 5.87213 6.57997 -6.11186 0.08
H -6.75872 -3.32149 -1.39929 0.11
H 6.69829 6.41079 -3.80237 0.14
H -5.90934 -2.18526 -3.86593 0.06
H 4.22515 -3.10595 -1.80059 0.09
H 4.44520 -4.67423 -1.00146 0.08
H -8.62955 -0.71487 1.72705 0.11
H -4.79026 -4.22442 3.09590 0.11
H 0.69325 2.15758 0.54542 0.05
H -8.02509 0.81222 0.76986 0.11
H -7.35821 -0.71007 -2.68388 0.11
H -4.01223 -1.09376 2.41696 0.09
H -4.15860 -3.67265 1.40674 0.11
H 4.98204 5.28215 0.63809 0.08
H 2.66486 5.28759 1.05766 0.08
H 5.32876 5.56568 -1.08786 0.07
H -8.38214 -2.25935 -0.22635 0.11
H -6.68914 -2.73886 2.35813 0.11
H 3.51732 3.97669 1.94012 0.07
H 5.69589 2.97430 -4.71792 0.09
H 5.62223 -3.34497 -0.73398 0.08
H 5.71218 -4.10703 2.61080 0.08
H 7.02807 3.35868 -5.85872 0.08
H 7.33934 2.38106 -4.41168 0.09
```



Computed, not measured: a molecular structure, C21H46Cl10N3O4Pd in a non-equilibrium geometry, with ωB97M-V/def2-TZVPD.

Results
* <S²>: 2.007
* charge: +1
* E_tot: -6022.4547 a.u.
* HOMO-LUMO gap (alpha / beta): 7.1 / 5.3 eV
* multiplicity: 3

```
85
Properties=species:S:1:pos:R:3:mulliken_spin:R:1
Pd -1.58575 -1.14249 3.72011 0.92
Cl -4.91379 3.24563 0.36096 0.00
Cl 4.88518 -1.52727 3.51249 0.00
Cl 1.10716 3.78086 1.79976 0.00
Cl 4.00080 1.55179 1.91431 0.00
Cl -5.01539 -1.38322 -0.20014 0.00
Cl 3.55913 1.38799 -1.93338 0.00
Cl -2.01442 3.07436 -0.95813 0.00
Cl 0.04205 6.51041 0.17827 0.00
Cl -2.90098 -1.47481 -2.93183 0.00
Cl 6.24836 -0.56395 -2.79801 0.00
O -2.03841 -4.77529 -0.26855 0.01
O -1.44800 1.02808 3.25625 0.03
O -0.87303 -1.39202 1.54117 0.91
O 2.08988 -2.55038 -3.31990 0.00
N -2.32975 3.10343 3.32764 0.01
N 1.11907 -0.64218 -4.07999 0.00
N -0.07473 -4.95709 0.92346 0.00
C -3.37214 -2.80229 -1.85344 0.00
C 0.08522 0.40431 0.27520 0.09
C 0.16515 -1.06418 0.72461 0.01
C -3.17573 1.71147 -1.08182 0.00
C -1.76832 2.08838 2.70494 0.00
C 1.28552 -1.64214 -3.19281 0.00
C -4.61755 2.18299 -1.06639 0.00
C -3.52702 -2.36154 -0.41250 0.00
C 1.88255 -0.52423 -5.30441 0.00
C 3.35135 -0.97134 2.74199 0.00
C 4.00153 -0.23586 -1.28779 0.00
C 0.74664 -4.24931 1.88497 0.00
C -1.28216 -4.43746 0.61689 0.01
C 1.52921 5.58423 -0.22725 0.00
C 0.54373 -6.02786 0.17206 0.00
C 0.22290 0.45072 -3.76663 0.00
C 3.07444 0.49735 2.99150 0.00
C 1.34016 4.11423 0.04786 0.00
C -2.82088 2.99678 4.68697 0.00
C 4.59229 -1.10867 -2.38587 0.00
C -2.33453 4.43352 2.73826 0.00
H -2.15568 3.49976 5.39556 0.00
H -5.31639 1.35420 -1.12959 0.00
H -2.20873 4.33973 1.65963 0.00
H 3.44567 -1.18732 1.67956 0.00
H -3.62567 -3.22483 0.24006 0.00
H -1.52711 5.02803 3.16575 0.00
H -0.26547 0.26170 -2.81235 0.00
H 1.18177 -1.26263 1.07884 -0.02
H 2.33557 -1.46191 -5.61909 0.00
H -0.53899 0.60833 -4.53248 0.00
H -4.26170 -3.28515 -2.25016 0.00
H 3.27272 0.74182 4.03056 0.00
H 0.56864 3.63266 -0.54443 0.00
H -2.89460 1.95444 4.98203 0.00
H 0.63454 0.58010 -0.65195 -0.01
H -0.92135 0.74526 0.04820 0.03
H -1.57441 -3.57807 1.25059 -0.02
H 2.36971 5.99586 0.32249 0.00
H 2.56136 -1.60349 3.14542 0.00
H 0.61545 -1.56048 -2.31926 0.00
H 4.72552 -2.11002 -1.98334 0.00
H 0.52534 -6.97095 0.72527 0.00
H 2.71611 0.16912 -5.17217 0.00
H 0.09109 -1.63136 -0.21754 0.01
H -2.57268 -3.54163 -1.91819 0.00
H 3.98316 -1.14225 -3.27790 0.00
H 0.03146 -6.17881 -0.77280 0.00
H -3.02229 1.26659 -2.06534 0.00
H 1.22256 -0.19392 -6.10354 0.00
H 2.29232 3.63301 -0.18754 0.00
H -3.27629 4.96086 2.88511 0.00
H -3.77659 3.51607 4.74428 0.00
H -2.94380 0.93455 -0.35817 0.00
H 1.72610 5.70371 -1.29169 0.00
H 0.52983 1.03825 1.04269 0.02
H 1.52177 -3.74450 1.29159 0.00
H 0.14192 -3.57234 2.47859 0.00
H -2.63730 -1.78929 -0.15632 -0.01
H 3.18053 -0.66802 -0.72057 0.00
H 4.79553 -0.03430 -0.56974 0.00
H 1.60476 -5.81123 0.03613 0.00
H 2.02440 0.65959 2.73936 0.00
H -1.54582 2.28431 1.65688 0.01
H 0.75564 1.40225 -3.67255 0.00
H -4.83459 2.84758 -1.89911 0.00
H 1.26623 -4.91822 2.57639 0.00
```



Computed, not measured: 7 unconnected molecules or ions with the total composition C21H46ClFN5O9S7 in a non-equilibrium geometry, with ωB97M-V/def2-TZVPD.

Results
* charge: +1
* E_tot: -5125.5737 a.u.
* HOMO-LUMO gap: 6.8 eV
* multiplicity: 1

```
90
Properties=species:S:1:pos:R:3:lowdin_charge:R:1
Cl -1.25132 8.44000 1.22535 0.89
S 4.60233 1.72394 6.26090 0.80
S 2.53901 -2.43325 2.51367 0.83
S -2.55157 -6.24078 -5.09420 0.82
S 1.16041 6.36490 -0.18174 0.63
S -3.85629 3.71026 -0.94328 0.82
S 0.35945 -2.41626 -2.17994 0.80
S 3.76222 -6.00919 -3.13598 0.82
F 2.39438 6.14454 0.71328 -0.06
O -4.19352 4.73322 0.09902 -0.58
O -0.62801 -1.32680 -1.88396 -0.58
O 2.53448 -1.17545 3.31890 -0.57
O 1.14535 5.39188 -1.19602 -0.17
O 3.88127 2.76475 5.47160 -0.58
O -5.22604 3.65670 3.74637 -0.07
O 2.79538 -4.92038 -2.82481 -0.57
O 1.08027 7.71564 -0.56392 -0.21
O -1.27756 -6.00222 -4.36044 -0.57
N -0.11528 5.97292 0.84763 -0.06
N -2.88890 6.40778 2.91189 0.12
N -1.08178 6.77888 1.41210 -0.41
N -1.43747 4.69959 2.14060 0.28
N 1.66721 0.98113 0.82981 0.10
C 1.84552 1.72400 1.91947 -0.09
C 4.67599 0.24883 5.24118 -0.28
C 0.14564 2.67251 -0.03036 0.00
C -3.88969 -5.68404 -4.02864 -0.27
C 4.77687 -5.44445 -4.50909 -0.27
C -2.92357 -7.99510 -4.96285 -0.27
C -4.73050 4.73297 2.92240 -0.22
C 0.31494 3.44958 1.12975 -0.17
C -0.49829 -3.68993 -3.10677 -0.29
C 6.35703 2.11080 6.17518 -0.28
C -3.63681 5.44373 3.73154 -0.12
C 1.08705 -2.36808 1.46498 -0.28
C -4.19611 4.45079 -2.54451 -0.26
C 0.83742 1.47575 -0.08157 -0.12
C 2.86611 -7.26155 -4.06379 -0.26
C 1.38389 -1.85479 -3.54330 -0.26
C -5.20849 2.53089 -0.98146 -0.25
C 1.96186 -3.76071 3.58047 -0.27
C -1.86969 6.01941 2.18647 -0.34
C 1.18148 2.93170 2.07712 0.00
C -0.39737 4.72651 1.34355 -0.21
H -4.84597 -5.95180 -4.47810 0.05
H -5.05946 1.83857 -1.80969 0.06
H 5.29977 -0.50328 5.72562 0.06
H -3.91055 -8.18939 -5.38296 0.05
H 2.03284 -2.67173 -3.85941 0.03
H 2.49812 1.38048 2.72204 0.11
H -4.10897 6.02060 4.53575 0.14
H 1.22667 -1.56622 0.74352 0.01
H 1.35998 3.50205 2.99266 0.13
H -3.79237 -6.14173 -3.04365 0.06
H 1.99082 -1.02046 -3.19399 0.05
H -4.34723 4.26818 2.00129 0.07
H 5.41591 -6.26027 -4.84710 0.05
H -4.46862 3.16902 4.09230 0.08
H 5.39559 -4.62077 -4.15768 0.05
H 1.83079 -4.66734 2.98980 0.05
H 1.02026 -3.47445 4.04993 0.06
H -1.00777 -3.24446 -3.96141 0.06
H -0.52305 2.98941 -0.82686 0.11
H -3.82263 -4.60126 -3.93644 0.05
H -4.07930 3.69699 -3.32292 0.06
H 5.07931 0.49869 4.25949 0.06
H 2.35028 -6.79909 -4.90581 0.06
H 6.92803 1.30518 6.63689 0.05
H -2.97799 4.69565 4.18219 0.13
H -2.88929 -8.30228 -3.91730 0.06
H -2.17394 -8.54418 -5.52949 0.05
H 0.68865 0.86904 -0.98140 0.10
H 2.13735 -7.72022 -3.39816 0.05
H -5.20654 1.97933 -0.04282 0.06
H 6.65584 2.23925 5.13447 0.06
H 6.52892 3.03650 6.72133 0.05
H -3.12427 7.39152 2.88247 0.14
H -5.20843 4.85484 -2.55630 0.06
H 0.97669 -3.31584 0.93745 0.05
H 3.56511 -8.02025 -4.41661 0.05
H 3.66507 -0.13753 5.12783 0.02
H 0.20148 -2.16576 2.06887 0.07
H -6.15515 3.05966 -1.09323 0.07
H 0.21883 -4.43513 -3.44010 0.03
H 0.75058 -1.52696 -4.36882 0.06
H -3.48019 5.25444 -2.70771 0.05
H 4.13795 -5.10113 -5.32339 0.06
H -5.60108 5.37390 2.75142 0.13
H 2.71455 -3.93318 4.34784 0.05
H -1.22806 -4.15878 -2.45125 0.05
```